No. 1
The following is a DFT calculation (the ωB97M-V functional and the def2-TZVPD basis) of a 3-piece molecular cluster, C17H33BrFNO9S overall.

The structure (SMILES) is CCCCN[C@]1(F)OS(=O)(=O)O[C@]1(O)C[C@H](C)Br.CCOC(C)=O.CCOC(C)=O. The LUMO energy comes out at 0.36 eV. The net charge is 0. Its frontier orbital gap is 0.3798 hartree.

```
63
Properties=species:S:1:pos:R:3:forces:R:3
C 3.312774 -5.988903 -2.079894 0.853 -0.150 -0.498
C 4.008061 -4.890652 -2.912641 -0.442 0.245 0.705
C 4.007914 -3.492788 -2.250873 0.113 -0.447 -0.834
C 2.969495 -2.586743 -2.883942 0.276 0.085 0.970
N 1.644236 -3.192953 -2.654928 -0.050 0.031 0.960
C 0.600766 -2.263260 -2.645648 0.256 0.325 -2.203
F 0.779294 -1.615003 -3.846655 0.234 0.231 0.145
O 0.594933 -1.184330 -1.701336 -1.945 -0.914 0.110
S -0.612823 -1.525359 -0.649999 1.940 0.503 1.441
O -1.183073 -0.342504 -0.158077 -1.369 0.970 -0.998
O 0.041919 -2.285667 0.334299 0.141 -1.732 0.611
O -1.631980 -2.402981 -1.535498 1.998 -0.152 0.472
C -0.879203 -2.810980 -2.715875 -1.681 1.271 -2.089
O -1.467709 -1.961591 -3.706523 0.026 0.230 -0.043
C -1.115806 -4.205706 -3.305713 0.287 -0.281 1.880
C -1.331200 -5.387036 -2.341924 -0.129 -0.085 -0.758
C -2.807369 -5.612822 -2.097649 0.127 -0.052 0.183
Br -0.298766 -5.293306 -0.698929 -0.082 -0.102 -0.018
H 2.867792 -5.628324 -1.161129 -0.273 0.091 0.057
H 2.600144 -6.527474 -2.689044 -0.484 -0.019 0.073
H 4.057631 -6.728528 -1.806439 0.084 -0.184 0.292
H 5.034438 -5.172981 -3.105792 0.161 -0.164 -0.179
H 3.484323 -4.800711 -3.858579 0.131 -0.003 -0.298
H 4.990215 -3.055572 -2.382627 0.164 0.298 0.022
H 3.832561 -3.562157 -1.181144 -0.035 -0.026 0.243
H 3.051223 -1.614644 -2.399307 -0.193 0.245 0.028
H 3.157920 -2.426898 -3.936649 -0.094 -0.208 -0.290
H 1.663927 -3.745291 -1.803712 -0.190 -0.067 0.001
H -2.339461 -1.689472 -3.392443 0.100 -0.158 0.058
H -0.292138 -4.393962 -3.981345 0.207 0.062 -0.106
H -2.025981 -4.109369 -3.873790 -0.186 -0.013 -0.323
H -0.978199 -6.266774 -2.859377 0.367 -0.274 0.092
H -2.986324 -6.452246 -1.438830 0.016 -0.082 0.289
H -3.297966 -4.727908 -1.712455 -0.136 0.168 0.163
H -3.244236 -5.877741 -3.054835 -0.215 0.080 -0.223
O -3.712639 6.164106 0.307964 -0.108 -0.041 -0.048
C -2.773379 5.436720 0.140979 0.220 0.032 0.256
O -2.978421 4.206521 -0.365373 -0.260 -0.017 -0.248
C -1.918365 3.330354 -0.764175 0.198 -0.151 0.121
C -1.374087 2.533525 0.401224 0.002 0.373 0.256
C -1.378777 5.838332 0.563707 0.206 0.116 -0.419
H -1.138373 3.882855 -1.290407 0.004 0.052 0.057
H -2.362076 2.652479 -1.491663 -0.135 0.072 0.006
H -0.934899 3.183160 1.160896 0.045 0.055 -0.071
H -0.613901 1.837813 0.064339 0.019 -0.007 -0.018
H -2.173823 1.972527 0.882260 0.001 -0.089 -0.090
H -1.260920 5.637793 1.627633 0.015 -0.012 0.007
H -1.260830 6.905077 0.391025 -0.155 0.045 0.159
H -0.583671 5.341027 0.014189 -0.008 -0.142 0.130
O 2.055802 6.914910 5.068064 0.073 -0.058 -0.101
C 1.178623 6.243893 5.532525 -0.238 0.200 0.130
O 0.849720 5.084732 4.926620 0.253 -0.169 -0.163
C -0.050942 4.126649 5.486962 -0.241 -0.038 0.053
C -1.493181 4.461799 5.170802 -0.040 0.172 -0.011
C 0.380932 6.705656 6.731063 0.171 -0.277 0.321
H 0.123753 4.008859 6.557389 -0.012 0.082 0.016
H 0.212685 3.176879 5.024512 0.123 0.062 -0.070
H -1.789776 5.417102 5.603974 -0.006 -0.032 0.076
H -2.160952 3.689949 5.553785 0.015 -0.022 -0.013
H -1.633954 4.542723 4.092820 0.008 -0.089 -0.012
H -0.403380 7.380599 6.391589 -0.010 -0.002 -0.013
H 1.049940 7.246586 7.395302 0.016 0.152 -0.137
H -0.062442 5.900012 7.311300 -0.134 0.010 -0.107
```
Positions in Å, forces in eV/Å.



No. 2
The following is a DFT calculation (the ωB97M-V functional and the def2-TZVPD basis) of C16H36AgBrO4PS as an isolated structure.

The LUMO energy comes out at 2.23 eV. The net charge is -1. Its frontier orbital gap is 0.2554 hartree.

```
60
Properties=species:S:1:pos:R:3:forces:R:3
Ag -1.669922 -2.381152 -2.946980 -0.335 0.522 0.370
S -3.355510 -1.190441 -0.667013 -0.197 -0.620 -3.770
O -4.800512 -1.320724 -0.603107 0.030 0.635 -0.090
O -2.804261 -0.342052 0.374812 0.489 0.704 1.486
O -2.753189 -2.554215 -0.655802 0.815 -0.289 0.253
O -2.844249 -0.569553 -2.052842 -0.794 -1.112 1.899
C -2.040092 4.570516 0.425488 0.492 0.396 -0.924
C -1.900251 3.091824 0.249244 -0.655 -2.324 -1.054
C -0.662616 2.635056 -0.606743 -1.451 0.439 0.678
C -0.620234 1.114325 -0.786318 1.009 0.344 -0.686
P 0.604165 0.106999 0.040694 -0.215 0.956 1.846
C 2.253634 0.807337 -0.362493 -0.026 -0.188 0.314
C 2.397480 1.210345 -1.804093 0.575 0.852 -0.286
C 2.217906 0.125884 -2.859914 0.638 -0.212 -0.753
C 2.120487 0.748881 -4.295174 -1.946 -0.245 1.101
C 0.544018 0.537416 1.848801 0.093 0.229 0.292
C -0.549494 -0.212755 2.646056 -0.268 -0.360 -0.595
C -0.985053 0.562499 3.877425 -1.226 -0.462 -0.236
C 0.067935 0.599443 4.951259 -0.273 1.313 0.040
C 0.298124 -1.708708 -0.214273 0.190 2.160 -0.416
C 1.568688 -2.507124 0.022424 -0.448 -1.064 1.031
C 1.129477 -3.940970 0.538851 0.259 1.661 0.156
C -0.021073 -4.501311 -0.261364 1.151 -0.892 -1.413
H -1.033710 4.969235 0.388511 0.327 0.507 0.389
H -2.552070 4.934917 1.307988 -0.082 -0.255 0.204
H -2.520369 4.993444 -0.445148 -0.336 0.275 -0.249
H -2.771933 2.586872 -0.284790 0.741 0.818 0.919
H -1.834878 2.604377 1.213685 -0.010 -0.292 0.310
H 0.208419 2.999519 -0.114687 1.036 0.482 0.327
H -0.764575 3.166782 -1.561748 0.297 -0.365 -0.011
H -0.525556 0.878571 -1.835789 -0.108 -0.308 -0.441
H -1.505394 0.620462 -0.464655 -1.316 -0.251 0.182
H 3.021471 0.112494 -0.099299 0.524 -0.818 0.285
H 2.447783 1.672727 0.314929 -0.560 -0.479 -0.422
H 3.362465 1.783223 -1.881119 -0.669 -0.668 -0.310
H 1.626334 1.943955 -1.971174 -0.322 0.542 -0.295
H 1.320506 -0.491607 -2.664670 0.232 0.379 -0.164
H 3.055807 -0.586097 -2.827439 -0.141 0.085 0.047
H 3.046511 1.106677 -4.697059 0.635 0.216 -0.014
H 1.407148 1.607824 -4.171173 0.614 -0.561 -0.507
H 1.662832 0.038133 -5.010991 0.307 0.291 0.456
H 0.357515 1.651174 1.962899 0.243 -1.096 -0.487
H 1.566191 0.364567 2.269867 -0.688 0.045 -0.317
H -0.201564 -1.243268 2.903447 -0.191 0.699 -0.075
H -1.455709 -0.332794 2.029337 0.421 -0.081 -0.117
H -1.932536 0.071903 4.263253 1.010 0.618 -0.293
H -1.288859 1.598311 3.558802 0.326 -0.836 0.306
H 0.171748 -0.292484 5.496657 -0.102 -1.602 0.472
H -0.296232 1.315808 5.691691 0.751 0.346 0.070
H 1.068698 0.794977 4.549702 -0.210 0.566 0.200
H 0.048793 -1.648274 -1.265039 -0.103 -0.508 -0.609
H -0.667939 -2.021753 0.231708 0.574 0.440 0.270
H 2.151701 -2.054031 0.852493 0.038 -0.128 -0.591
H 2.156928 -2.529233 -0.920850 -0.232 -0.195 0.698
H 0.824949 -3.847752 1.604328 0.124 0.126 -0.486
H 2.001744 -4.569412 0.549178 0.394 -0.491 -0.174
H -0.915470 -3.878093 -0.156178 -0.300 -1.018 0.270
H -0.009596 -5.601259 -0.081850 -1.106 0.770 0.294
H 0.219904 -4.473523 -1.350173 -0.009 0.259 0.513
Br 0.353487 -3.127893 -4.243586 -0.019 0.044 0.107
```
Positions in Å, forces in eV/Å.



No. 3
The following is a DFT calculation (the ωB97M-V functional and the def2-TZVPD basis) of a 3-piece molecular cluster, C5H16NO2 overall.

The LUMO energy comes out at -2.87 eV. The net charge is +1. The value obtained for the energy above the lowest of the compared OMol25 structures with the same formula, charge and spin is 73.3 kcal/mol. Its frontier orbital gap is 0.3764 hartree.

```
24
Properties=species:S:1:pos:R:3:forces:R:3
C -0.912699 -0.865150 -0.567957 1.276 -1.892 1.790
C -1.324481 -0.087437 -1.805452 -3.404 -1.915 -2.664
C -0.427116 1.020654 -2.192411 1.656 -1.398 -0.055
C -0.642675 2.220739 -2.643787 -2.780 1.078 -0.311
C 0.992778 0.702255 -2.131364 5.827 0.940 1.557
N -0.877570 0.152580 0.605885 3.051 -0.796 0.161
H -1.416512 -1.903836 -0.177177 0.638 2.970 -1.374
H 0.189570 -1.115924 -0.666927 -1.498 -0.095 -0.021
H -2.340665 0.364112 -1.782117 0.281 -0.438 0.743
H -1.549853 -0.867243 -2.693596 1.109 1.491 1.819
H -1.594611 2.608902 -2.970048 -0.440 -0.040 0.293
H 0.133177 2.917216 -2.658571 1.214 0.829 -0.532
H 1.659480 1.710239 -2.147245 -1.644 -2.149 0.222
H 1.337102 0.218334 -1.074649 -0.378 0.720 -2.676
H 1.524967 0.195330 -3.040243 -1.505 0.116 1.779
H -0.338504 -0.288027 1.548255 -1.654 0.707 -2.291
H -0.185791 0.895577 0.178115 -2.134 -1.027 1.416
H -1.848285 0.458372 0.724220 0.614 0.508 0.463
H 1.019780 -1.695550 3.295149 -0.475 0.134 -0.833
H 0.816959 -2.272780 1.843451 1.408 -2.519 -1.922
O 0.511084 -1.663441 2.440102 -1.222 2.838 2.436
H 2.504640 -0.872697 5.234972 -0.744 -0.750 -1.409
H 1.175289 -0.723797 5.788329 0.271 -1.488 -3.124
O 1.593943 -1.108422 4.893073 0.531 2.177 4.533
```
Positions in Å, forces in eV/Å.



No. 4
The following is a DFT calculation (the ωB97M-V functional and the def2-TZVPD basis) of C5H12N2O in the gas phase.

The structure (SMILES) is CC[C@]1(N)N[C@H]1CO. The LUMO energy comes out at 0.95 eV. The net charge is 0. The value obtained for the energy above the lowest of the compared OMol25 structures with the same formula, charge and spin is 81.0 kcal/mol. Its frontier orbital gap is 0.3481 hartree.

```
20
Properties=species:S:1:pos:R:3:forces:R:3
C -0.135080 0.152267 0.262382 -0.238 -5.699 1.802
C 0.665495 -0.099183 -0.894040 2.880 5.119 -2.730
C 1.629202 1.221123 -1.396162 -1.256 -2.244 0.301
C -0.343479 -1.472967 0.858943 -0.957 2.911 0.367
C -1.700292 -1.512047 1.544438 0.172 -0.354 0.098
N -0.778789 0.227030 -1.001110 -0.240 -0.197 -0.527
N -0.041007 1.208230 1.159447 0.181 0.857 0.115
O 1.084254 1.833718 -2.556982 0.202 0.059 -0.022
H 1.315901 1.326866 -3.345039 -0.076 -0.010 0.268
H -0.887688 1.190372 -1.327289 0.249 -0.186 0.088
H 1.086207 -1.012261 -1.289595 -0.419 -0.364 0.417
H -0.927887 1.461310 1.575977 0.137 -0.145 0.069
H 0.688945 1.100602 1.851784 -0.197 -0.044 -0.011
H 2.639315 0.826532 -1.576302 -0.179 0.111 -0.013
H 1.687392 2.003936 -0.635122 -0.253 -0.329 -0.023
H -0.312339 -2.221204 0.067440 0.133 0.427 -0.283
H 0.474251 -1.666273 1.557891 0.031 0.074 -0.014
H -1.734326 -0.832702 2.397310 -0.018 0.012 0.044
H -2.478158 -1.220654 0.839117 -0.041 0.003 -0.034
H -1.931918 -2.514693 1.906912 -0.113 0.000 0.091
```
Positions in Å, forces in eV/Å.